Record 1
28
Properties=species:S:1:pos:R:3:forces:R:3 method="wB97M-V/def2-TZVPD" total_energy_ha=-844.49564 multiplicity=3 total_charge=0 lumo_energy_ev="0.76 / -1.94" relative_energy_ev=3.078 e_homo_ev="-7.2 / -9.1" s2=2.019
C 0.64347 -0.53270 -1.17246 1.8 1.6 0.8
C -1.66066 0.56967 0.46861 3.7 1.0 -2.8
C -0.37529 1.48619 -0.44867 -1.0 -1.8 3.1
C -0.17558 -1.42666 -0.68042 -1.0 -0.2 0.3
C -2.95775 0.70048 -0.04663 -2.2 1.5 -0.5
C 0.85750 0.66106 -0.17677 0.0 -1.2 -0.4
C 0.81627 -0.10443 1.21732 0.5 0.7 -0.2
C -0.41399 2.28232 -1.69029 0.1 0.1 -0.8
C -0.70874 -2.63239 -1.33395 -3.3 3.2 1.1
C 0.81104 0.83298 2.43558 0.9 -0.7 -1.6
C 2.06163 -1.05768 1.32499 -2.4 0.6 2.0
O -3.83817 -0.15079 -0.09992 0.4 -0.6 0.3
P -0.83941 -0.96934 0.99847 1.0 -0.2 0.2
H 1.29387 -0.60620 -2.05151 -0.7 -0.1 0.0
H -3.27772 1.72162 -0.42672 0.7 -0.6 0.2
H 1.83020 1.15878 -0.40013 -0.7 0.0 0.4
H 0.15919 1.67931 -2.50756 -1.1 1.2 1.0
H 0.24264 3.20506 -1.44742 -1.4 -1.0 -0.8
H -1.49372 2.50325 -2.02236 1.9 0.1 0.3
H -1.69332 -2.68549 -0.79619 0.4 -0.8 -1.1
H -0.16548 -3.44946 -1.13007 1.9 -3.2 0.4
H -0.84671 -2.37314 -2.34997 -0.2 -0.5 -1.3
H -0.10349 1.04815 2.87722 -2.1 0.7 0.2
H 1.28086 1.70280 2.04731 0.5 1.2 0.5
H 1.34386 0.38832 3.23191 1.0 -0.3 0.8
H 1.90007 -1.98185 0.88753 -0.6 -2.0 -0.7
H 2.34922 -1.19637 2.36034 -0.5 -0.3 0.4
H 2.96020 -0.77350 0.93178 2.1 1.8 -1.6


Record 2
47
Properties=species:S:1:pos:R:3:forces:R:3 method="wB97M-V/def2-TZVPD" total_energy_ha=-1239.76815 total_charge=0 lumo_energy_ev=0.08 relative_energy_ev=0.305 e_homo_ev=-8.4
C 2.02605 -6.25501 0.95865 -0.3 0.2 -0.2
C 0.83045 -6.14207 0.01716 0.3 -0.4 0.1
O 0.29317 -4.83428 -0.02555 -0.1 0.3 0.0
C -0.47020 -4.37989 1.00463 -0.1 0.1 0.1
C -0.89444 -5.13051 2.09681 0.2 -0.2 -0.3
C -1.69759 -4.54592 3.06272 0.0 0.1 0.0
C -2.07340 -3.22258 2.96452 -0.1 0.1 0.0
C -1.64272 -2.45503 1.88344 0.0 -0.5 0.1
C -0.85385 -3.04137 0.90513 0.0 -0.1 0.1
H -0.53832 -2.51273 0.01762 0.0 0.1 -0.1
C -2.09607 -1.03049 1.84299 0.0 0.0 0.0
O -3.11139 -0.67490 2.40499 0.0 0.0 0.1
N -1.25483 -0.20438 1.15297 0.4 -0.2 -0.3
C -1.36136 1.16830 0.91423 -0.2 0.5 0.0
C -2.36563 1.92345 1.51169 -0.1 -0.1 0.1
C -2.44978 3.28330 1.27342 0.2 0.0 -0.1
C -1.55604 3.89048 0.42073 0.1 0.0 -0.1
C -0.55297 3.13978 -0.20444 -0.4 -0.5 0.4
C -0.42266 1.77066 0.05613 0.0 0.1 0.0
C 0.69282 0.94173 -0.51618 0.0 0.1 0.0
H 1.41484 1.55865 -1.03684 0.0 -0.2 0.0
H 1.22495 0.41263 0.27658 0.0 -0.1 0.0
H 0.30651 0.21195 -1.22948 0.0 -0.1 -0.1
C 0.28273 3.89428 -1.12247 0.3 1.1 -0.1
N 0.40633 5.18449 -1.07440 -0.3 -0.2 0.6
C 1.19888 5.52129 -2.13289 0.6 -1.0 -1.1
N 1.61069 6.72167 -2.50556 -0.4 0.1 0.6
C 2.36817 6.74921 -3.58462 0.2 0.1 -0.3
C 2.74660 5.62928 -4.32752 0.0 0.0 0.1
C 2.32583 4.36313 -3.94878 -0.2 -0.3 0.2
C 1.53317 4.32681 -2.82111 0.1 1.4 0.1
O 0.94491 3.30218 -2.16285 -0.1 -0.5 0.0
H 2.59549 3.47302 -4.49643 0.0 -0.1 -0.1
H 3.36840 5.75339 -5.19986 0.1 0.0 -0.1
H 2.69958 7.73442 -3.88347 0.1 0.0 -0.1
H -1.60633 4.94536 0.20732 0.0 0.1 0.0
H -3.22350 3.86266 1.75229 -0.1 0.1 0.0
H -3.07185 1.43521 2.16144 0.0 0.0 0.0
H -0.44444 -0.64602 0.74672 -0.1 0.0 0.2
H -2.70076 -2.76021 3.70991 -0.1 0.0 0.1
H -2.03035 -5.14023 3.90048 0.0 0.0 0.1
H -0.62202 -6.16861 2.20180 0.1 -0.1 0.0
H 1.14859 -6.33560 -1.01098 -0.1 0.0 0.1
H 0.05455 -6.87131 0.27938 0.0 0.1 -0.1
H 2.80259 -5.55788 0.65396 0.1 0.0 0.0
H 1.74004 -6.02346 1.98186 0.0 0.0 0.1
H 2.42517 -7.26482 0.92386 0.1 -0.1 0.0


Record 3
15
Properties=species:S:1:pos:R:3:forces:R:3 method="wB97M-V/def2-TZVPD" total_energy_ha=-304.57485 total_charge=0 lumo_energy_ev=0.36 relative_energy_ev=7.092 e_homo_ev=-9.3
C 1.36349 -1.50017 -0.02202 2.7 0.6 0.1
C 0.50205 0.59859 -0.42492 4.4 1.9 -0.5
C -0.70519 0.27290 0.08815 -0.3 0.9 -1.8
C -1.69800 1.50222 0.06085 3.3 -2.3 2.9
C -1.16345 -1.04741 0.44484 -7.4 -3.7 -0.2
H 0.41553 -0.89350 0.85620 3.7 -3.7 -1.7
H 1.04637 -2.23327 -1.06098 0.6 1.7 4.0
H 2.51733 -1.86369 0.69040 -4.0 0.6 -2.4
H 2.61416 0.26962 -0.24884 -1.8 -0.6 -0.9
H 0.77429 1.71974 -0.46791 -0.9 -1.8 -0.5
H -1.83872 1.60500 1.14140 -0.9 0.8 -0.4
H -1.01651 2.19000 -0.34139 0.2 1.8 -0.1
H -2.50299 1.42346 -0.56325 -2.3 -0.6 -1.1
N 1.77207 -0.17639 -0.73670 -3.1 0.0 3.2
N -2.08045 -1.86710 0.58418 5.9 4.4 -0.5


Record 4
88
Properties=species:S:1:pos:R:3:forces:R:3 method="wB97M-V/def2-TZVPD" total_energy_ha=-5318.58410 total_charge=0 lumo_energy_ev=-1.19 e_homo_ev=-7.1
C -2.34137 0.27271 0.72463 -0.7 -0.5 -0.1
C -3.21887 -0.72963 0.56131 0.7 0.7 -0.2
C -3.13540 -1.69907 -0.57157 0.3 0.5 0.6
P -4.49027 -1.71191 -1.95210 0.2 -0.3 0.9
C -4.74454 0.14453 -1.96150 0.0 -0.1 -0.4
C -5.85344 0.73848 -1.05814 -0.3 0.9 0.1
N -5.32801 1.61553 0.01089 -0.1 -0.4 0.0
N -6.68734 -0.28326 -0.44730 -0.1 0.0 0.1
N -6.69360 1.57428 -1.94577 0.3 -0.2 0.4
C -5.48863 -3.04903 -1.10669 0.3 0.3 -0.1
C -5.07145 -4.51910 -1.32657 -0.6 -0.8 0.3
N -6.18191 -5.38638 -0.81293 0.4 0.4 0.0
N -3.89673 -4.94670 -0.59608 0.1 0.0 -0.1
N -4.79263 -4.82215 -2.70846 -0.1 0.2 -0.1
P -5.79332 -2.12309 -3.84121 -0.2 -0.4 -0.9
O -5.02304 -1.16911 -4.96014 -0.1 -0.2 0.4
Br -7.82117 -1.15568 -3.57887 -0.1 0.1 0.0
H -2.41723 1.00221 1.51646 -0.1 0.0 0.2
H -1.52720 0.39868 0.02817 0.2 0.0 -0.1
H -4.02342 -0.84231 1.27519 -0.2 -0.1 0.1
H -3.03030 -2.68313 -0.12570 -0.2 -0.3 -0.2
H -2.18433 -1.51723 -1.06814 0.1 0.1 -0.3
H -3.45123 -2.15607 -2.82345 -0.2 0.1 -0.2
H -5.02486 0.40120 -2.97766 -0.2 -0.1 -0.2
H -3.81901 0.67731 -1.77904 0.4 -0.2 0.2
H -5.20219 1.09997 0.87187 0.1 -0.1 0.0
H -4.40400 1.94929 -0.22828 0.1 0.1 0.0
H -7.62241 -0.21009 -0.82409 -0.1 -0.3 -0.3
H -6.77806 -0.13370 0.54869 0.1 0.1 0.1
H -7.41682 1.95123 -1.34266 -0.2 0.1 0.1
H -6.13451 2.39297 -2.16249 0.1 0.1 -0.3
H -5.44129 -2.86275 -0.04030 0.0 0.1 0.3
H -6.52354 -2.88949 -1.38692 -0.2 0.0 -0.2
H -6.02601 -5.55682 0.17240 0.0 -0.2 0.1
H -7.07073 -4.90610 -0.88513 -0.1 0.0 -0.1
H -3.90123 -4.59857 0.35052 0.1 0.0 0.2
H -3.06767 -4.61653 -1.06961 0.1 0.0 0.0
H -5.63071 -4.66735 -3.25552 0.0 0.1 -0.2
H -4.62049 -5.81843 -2.75217 0.1 -0.2 0.0
H -4.30739 -0.69283 -4.52356 0.1 0.4 -0.2
C 0.86381 0.36437 3.49465 0.1 0.0 0.0
C 2.01858 0.36012 4.27087 0.0 0.0 0.0
C 3.12098 -0.37760 3.87438 0.0 0.1 0.1
C 3.07088 -1.12090 2.70246 -0.1 -0.1 -0.1
C 1.90414 -1.13199 1.93423 0.2 -0.1 0.0
C 0.80655 -0.38065 2.32990 -0.1 0.1 0.1
C 1.81434 -1.95343 0.69483 -0.3 0.0 -0.1
O 0.80325 -1.95571 0.02148 0.0 0.0 0.0
C 2.99570 -2.77006 0.29916 0.1 0.0 0.1
C 2.91710 -3.57620 -0.82934 0.0 -0.1 -0.1
C 4.01222 -4.32769 -1.21735 0.1 0.0 0.0
C 5.19357 -4.27187 -0.48429 -0.1 0.0 0.0
C 5.27619 -3.47322 0.64298 0.1 -0.1 -0.1
C 4.17674 -2.72553 1.04274 -0.1 0.1 0.0
C 4.27261 -1.89030 2.27347 0.2 0.0 0.2
O 5.30339 -1.83784 2.90988 0.0 0.0 0.0
H 0.00740 0.94952 3.80208 0.0 0.0 0.0
H 2.05881 0.93819 5.18393 0.0 0.0 0.0
H 4.02392 -0.37903 4.46825 0.1 0.0 -0.1
H -0.08739 -0.38363 1.72401 0.0 -0.1 0.0
H 1.99787 -3.61147 -1.39675 -0.1 0.1 0.0
H 3.94868 -4.95854 -2.09369 0.0 0.0 0.0
H 6.04982 -4.85607 -0.79339 0.0 0.0 0.0
H 6.18942 -3.42736 1.21918 0.0 0.1 0.1
C 4.96335 1.31842 -1.44347 0.0 0.0 0.0
C 4.17396 1.00091 -0.34380 0.0 0.0 0.0
C 3.94492 1.94129 0.64524 -0.1 -0.2 0.0
C 4.51494 3.20229 0.54564 0.1 0.1 0.0
C 5.32444 3.51649 -0.54857 0.0 0.0 0.1
C 5.53857 2.57340 -1.54530 0.0 -0.1 -0.1
C 5.97858 4.85143 -0.65855 0.1 0.0 -0.1
O 6.67489 5.12919 -1.61145 0.0 0.0 0.0
C 5.75483 5.83392 0.44037 -0.1 -0.1 0.1
C 6.39152 7.06667 0.38481 0.0 0.1 0.0
C 6.18608 7.99604 1.38912 0.0 0.0 0.0
C 5.33778 7.70121 2.45136 0.0 0.0 0.0
C 4.70353 6.47304 2.51400 0.0 0.1 0.1
C 4.91400 5.53285 1.51419 0.1 -0.1 -0.1
C 4.24294 4.20569 1.61333 -0.1 0.0 0.1
O 3.49879 3.94914 2.53659 0.0 0.0 0.0
H 5.13336 0.58267 -2.21826 0.0 0.0 0.0
H 3.73448 0.01508 -0.26291 0.0 0.0 0.0
H 3.32603 1.69593 1.49873 0.0 0.1 0.0
H 6.15799 2.82709 -2.39386 0.0 0.1 0.0
H 7.04636 7.29077 -0.44528 0.0 -0.1 -0.1
H 6.68615 8.95424 1.34609 0.0 0.0 0.0
H 5.17462 8.43167 3.23233 0.0 0.0 0.0
H 4.04570 6.23559 3.33795 0.0 -0.1 0.0


Record 5
14
Properties=species:S:1:pos:R:3:forces:R:3 method="wB97M-V/def2-TZVPD" total_energy_ha=-324.66907 total_charge=0 lumo_energy_ev=0.90 relative_energy_ev=1.507 e_homo_ev=-8.4
C 2.30894 -0.51888 0.16189 -0.2 1.7 -0.1
C 1.10753 0.14543 -0.43656 -0.9 1.2 0.9
C 0.52267 1.38950 -0.18948 2.5 -1.4 -0.6
C -1.04768 0.03031 -0.24662 -1.4 1.1 0.1
C -2.43416 -0.48572 0.05790 -1.3 1.9 0.5
H 2.12396 -0.94654 1.16049 -0.3 0.4 -0.3
H 2.93018 0.37522 0.26761 0.9 -0.6 0.2
H 2.73154 -1.29575 -0.42686 0.6 -0.4 -0.7
H 1.00792 2.31103 -0.21309 0.8 1.3 0.5
H -2.48687 -1.53985 0.21728 0.1 -0.7 0.3
H -2.80021 0.12966 1.02183 0.9 -1.6 -2.1
H -3.20970 -0.22818 -0.73365 1.2 -0.3 0.7
N -0.79230 1.29231 -0.04240 -1.3 -0.4 -0.3
O 0.03816 -0.65854 -0.59835 -1.6 -2.2 0.9


Record 6
13
Properties=species:S:1:pos:R:3:forces:R:3 method="wB97M-V/def2-TZVPD" total_energy_ha=-248.94014 multiplicity=2 total_charge=0 lumo_energy_ev="0.76 / -1.96" relative_energy_ev=2.061 e_homo_ev="-8.8 / -8.8" s2=0.796
C -0.55232 -2.68515 -0.52883 -0.2 1.4 3.4
O -0.52751 -1.31214 -0.85146 1.4 1.6 0.6
H -0.33383 -3.42134 -1.27449 0.5 0.1 -1.0
H -1.62845 -2.88509 -0.20588 1.4 -0.3 0.2
H 0.25233 -2.75914 0.33554 -1.8 -0.8 -1.3
C 0.68022 2.77119 0.43627 1.3 -4.0 0.0
C 0.09952 1.48018 0.09449 0.6 0.0 1.5
N 0.26765 0.41028 0.93695 1.6 0.8 -2.3
H 1.63647 2.79180 1.04240 -1.6 0.1 -0.4
H 0.47916 3.54544 -0.21068 -0.5 1.9 -1.0
H -0.57187 1.32818 -0.87643 1.1 0.3 2.6
H 1.21600 0.30530 1.43880 -2.0 1.2 -0.5
H -0.06780 -0.67726 -0.00785 -1.7 -2.2 -2.0